No. 1
This record from OMol25 describes C4H9N2P in the gas phase at a distorted geometry. The level of theory is the ωB97M-V functional and the def2-TZVPD basis.

The geometry in ORCA input format:
```
! RIJCOSX wB97M-V def2-TZVPD def2/J DEFGRID3
* xyz 0 1
H 3.49 0.48 0.93
N 2.87 0.42 0.07
N 1.72 0.19 0.48
C 0.77 -0.11 -0.70
C -0.35 0.84 -0.89
C -1.15 0.60 0.40
C -1.63 -0.90 0.37
P 0.00 -1.79 -0.21
H 1.48 -0.27 -1.49
H -1.00 0.63 -1.72
H 0.07 1.82 -0.90
H -0.51 0.80 1.33
H -1.94 1.47 0.26
H -2.12 -1.10 1.37
H -2.30 -1.09 -0.46
H 0.60 -1.99 1.16
*
```

Results
ΔE to the lowest compared entry with this formula, charge and spin	252.4	kJ/mol
SMILES string	[H]/N=N/[C@@H]1CCCP1
F_max	0.0560	Eh/bohr
total energy	-16560.2698	eV
Kohn-Sham gap	9.976	eV

Atomic partial charges in e from the Löwdin method, atoms 1 to 5:
1. H 0.073
2. N 0.037
3. N -0.107
4. C -0.560
5. C -0.256

=====

No. 2
This record from OMol25 describes 13 unconnected molecules or ions with the total composition C48H82N10O7 at a distorted geometry. The level of theory is the ωB97M-V functional and the def2-TZVPD basis.

The geometry in ORCA input format:
```
! RIJCOSX wB97M-V def2-TZVPD def2/J DEFGRID3
* xyz 0 1
N 17.93 14.37 6.45
C 18.54 13.24 6.86
C 19.89 13.46 6.89
C 20.14 14.82 6.55
C 18.85 15.35 6.24
H 16.93 14.55 6.31
H 18.01 12.33 7.20
H 20.65 12.76 7.20
H 21.11 15.36 6.58
H 18.62 16.35 5.83
N 12.44 8.90 18.83
C 12.82 9.91 19.68
C 13.36 10.93 18.95
C 13.25 10.57 17.58
C 12.62 9.38 17.55
H 11.93 8.01 19.01
H 12.76 9.76 20.77
H 13.72 11.84 19.41
H 13.46 11.21 16.77
H 12.50 8.63 16.79
N 13.27 11.66 8.76
C 12.42 10.62 8.37
C 13.07 9.75 7.65
C 14.45 10.10 7.65
C 14.53 11.31 8.37
H 13.12 12.48 9.35
H 11.32 10.73 8.51
H 12.73 8.85 7.13
H 15.24 9.63 7.17
H 15.39 11.90 8.61
N 19.91 14.42 10.03
C 18.66 15.00 10.25
C 18.41 14.88 11.58
C 19.49 14.26 12.22
C 20.45 14.02 11.26
H 20.34 14.37 9.06
H 18.11 15.53 9.47
H 17.51 15.29 12.05
H 19.58 14.06 13.30
H 21.44 13.57 11.18
N 15.03 14.49 14.66
C 16.34 14.39 14.94
C 16.46 13.71 16.14
C 15.16 13.37 16.55
C 14.27 13.87 15.63
H 14.60 15.05 13.91
H 17.10 14.85 14.28
H 17.25 13.60 16.78
H 14.96 12.86 17.46
H 13.23 13.84 15.59
N 18.51 11.01 11.86
C 18.66 9.89 12.66
C 18.31 8.81 11.88
C 17.91 9.25 10.62
C 18.07 10.64 10.65
H 18.92 11.90 12.06
H 19.08 9.87 13.66
H 18.20 7.76 12.12
H 17.31 8.72 9.90
H 17.93 11.37 9.81
C 9.90 13.64 18.89
C 9.98 13.14 17.41
C 10.77 14.22 16.75
O 11.83 14.40 17.67
C 11.18 14.45 18.95
H 9.90 12.83 19.66
H 8.99 14.20 19.02
H 8.94 13.08 17.02
H 10.38 12.13 17.26
H 10.18 15.14 16.65
H 11.23 14.04 15.79
H 10.95 15.56 19.18
H 11.93 14.18 19.62
C 16.47 7.42 14.50
C 15.13 7.59 15.28
C 15.48 7.09 16.66
O 16.51 6.17 16.48
C 17.37 6.79 15.53
H 16.82 8.44 14.15
H 16.30 6.75 13.69
H 14.30 7.10 14.72
H 15.01 8.68 15.21
H 14.61 6.62 17.20
H 15.86 7.92 17.27
H 18.14 6.12 15.10
H 17.93 7.67 16.02
C 19.29 9.23 17.71
C 18.88 10.46 16.89
C 20.10 10.91 16.24
O 20.86 9.74 15.98
C 20.50 8.68 16.92
H 18.51 8.46 17.88
H 19.60 9.63 18.69
H 18.60 11.26 17.53
H 18.07 10.19 16.27
H 20.76 11.59 16.85
H 19.96 11.36 15.26
H 21.41 8.62 17.59
H 20.23 7.77 16.41
C 13.87 18.19 8.54
O 13.06 18.71 9.31
N 14.53 18.86 7.54
C 15.65 18.17 6.82
C 14.30 20.34 7.47
H 14.06 17.09 8.65
H 15.64 17.09 7.00
H 16.63 18.59 7.27
H 15.68 18.39 5.73
H 13.69 20.58 8.36
H 15.21 20.92 7.27
H 13.66 20.47 6.57
C 14.75 14.03 5.72
O 15.20 15.08 6.18
N 13.42 13.83 5.49
C 12.89 12.50 5.19
C 12.63 14.97 5.96
H 15.38 13.18 5.43
H 12.50 12.05 6.10
H 13.72 11.86 4.76
H 12.08 12.60 4.46
H 11.65 14.55 6.19
H 13.13 15.42 6.81
H 12.60 15.68 5.07
C 13.54 17.00 12.01
O 14.32 16.12 12.28
N 12.27 17.11 12.38
C 11.48 18.25 12.01
C 11.76 16.34 13.45
H 13.79 17.76 11.23
H 11.34 18.81 12.99
H 10.50 17.95 11.62
H 11.93 18.82 11.19
H 12.10 15.29 13.41
H 12.10 16.72 14.46
H 10.66 16.30 13.35
C 13.21 12.12 11.83
O 12.43 12.83 11.15
N 14.54 12.02 11.79
C 15.19 11.28 12.89
C 15.37 13.03 11.11
H 12.65 11.38 12.40
H 15.70 12.00 13.56
H 16.07 10.66 12.54
H 14.38 10.78 13.38
H 14.73 13.56 10.40
H 15.73 13.81 11.78
H 16.18 12.49 10.62
*
```

Results
F_max	0.1042	Eh/bohr
total energy	-80334.7416	eV
Kohn-Sham gap	8.347	eV

Atomic partial charges in e from the Löwdin method, atoms 1 to 5:
1. N 0.016
2. C -0.160
3. C -0.158
4. C -0.113
5. C -0.128

=====

No. 3
This record from OMol25 describes a molecular structure, C26H30AuN5SSe2. The level of theory is the ωB97M-V functional and the def2-TZVPD basis.

The geometry in ORCA input format:
```
! RIJCOSX wB97M-V def2-TZVPD def2/J DEFGRID3
* xyz 4 3
Au -0.62 10.40 -2.54
Se 3.70 -21.13 4.55
Se 2.38 -22.96 4.49
C 3.48 -24.03 5.65
C 3.07 -25.32 5.95
C 3.89 -26.05 6.79
C 5.05 -25.46 7.28
C 5.36 -24.16 6.90
N 4.58 -23.45 6.09
C 2.71 -20.07 3.28
C 2.15 -20.56 2.11
C 1.51 -19.64 1.29
C 1.47 -18.31 1.68
C 2.09 -17.93 2.86
N 2.70 -18.81 3.66
H 2.16 -25.73 5.54
H 3.63 -27.06 7.06
H 5.72 -26.01 7.93
H 6.25 -23.67 7.26
H 2.23 -21.60 1.83
H 1.05 -19.97 0.37
H 0.98 -17.57 1.06
H 2.10 -16.90 3.18
N -2.64 10.65 -2.43
S -3.49 11.32 -1.24
C -3.20 13.04 -1.22
C -2.97 13.74 -2.41
C -2.85 15.11 -2.33
C -2.94 15.75 -1.09
C -3.16 15.04 0.08
C -3.28 13.66 0.03
C -5.18 10.96 -1.42
C -6.10 11.95 -1.77
C -7.42 11.59 -1.89
C -7.81 10.27 -1.65
C -6.89 9.30 -1.28
C -5.55 9.63 -1.15
H -3.23 10.05 -3.01
H -2.94 13.22 -3.36
H -2.70 15.69 -3.23
H -2.85 16.83 -1.05
H -3.23 15.55 1.03
H -3.45 13.09 0.94
H -5.78 12.97 -1.94
H -8.16 12.33 -2.17
H -8.86 10.01 -1.74
H -7.21 8.29 -1.08
H -4.83 8.90 -0.82
N 4.02 9.66 -4.05
C 3.26 8.49 -3.47
C 1.77 8.79 -3.44
N 1.46 10.05 -2.69
C 2.22 11.19 -3.28
C 3.72 10.93 -3.30
H 3.79 9.77 -5.05
H 5.03 9.47 -4.02
H 3.67 8.33 -2.47
H 3.47 7.61 -4.08
H 1.26 7.95 -2.98
H 1.38 8.90 -4.45
H 1.77 9.92 -1.73
H 2.04 12.08 -2.69
H 1.84 11.36 -4.28
H 4.13 10.80 -2.30
H 4.24 11.75 -3.79
*
```

Results
ΔE to the lowest compared entry with this formula, charge and spin	99.7	kJ/mol
F_max	0.0006	Eh/bohr
total energy	-180081.9682	eV
Kohn-Sham gap (alpha / beta)	4.933 / 1.618	eV

Atomic partial charges in e from the Löwdin method, atoms 1 to 5:
1. Au 0.846
2. Se 0.946
3. Se 0.899
4. C -0.653
5. C -0.081

=====

Question: Number 1 is which compound?
Answer: C4H9N2P

=====

Question: Among the records above, which one has the lowest total energy?
Answer: C26H30AuN5SSe2

=====

Question: Which formula does entry 1 have?
Answer: C4H9N2P